Density functional theory data (ωB97M-V with the def2-TZVPD basis set) for 5 unconnected molecules or ions with the total composition C13H26Cl2O4 in a non-equilibrium geometry.

Geometry as XYZ:
```
45
C13H26Cl2O4 ωB97M-V with the def2-TZVPD basis set
C -1.9377 1.6162 -6.2863
C -1.4357 2.8807 -6.9920
C -1.9939 4.2510 -6.6236
O -0.6682 2.8635 -7.9321
H -1.5944 0.7105 -6.7862
H -3.0196 1.5646 -6.1637
H -1.4660 1.6385 -5.3039
H -1.3691 4.7194 -5.8630
H -2.9701 4.1323 -6.1536
H -1.9725 4.7978 -7.5663
C -2.6151 -2.7544 7.1451
C -1.5366 -2.8693 8.1345
C -1.0136 -4.2269 8.1740
O -1.2091 -2.0122 8.9557
H -3.4970 -3.3066 7.4696
H -2.4152 -3.1873 6.1649
H -2.8382 -1.6918 7.0497
H -0.1787 -4.3146 8.8693
H -0.6196 -4.5606 7.2141
H -1.7660 -4.9003 8.5847
C 6.3504 7.1814 -2.5143
C 5.1199 6.4523 -1.9279
C 4.8264 6.5877 -0.4455
O 4.3350 5.8435 -2.6509
H 6.7635 8.0241 -1.9601
H 5.9623 7.5057 -3.4799
H 7.2505 6.5946 -2.6975
H 5.4309 5.7948 -0.0051
H 3.8151 6.3740 -0.0996
H 5.0510 7.5717 -0.0340
C -1.9870 -8.2201 -0.9874
C -0.9618 -7.1464 -0.6854
C -1.4077 -5.8760 0.0362
O 0.1772 -7.3662 -1.0900
H -1.8269 -8.5417 -2.0165
H -2.9634 -7.7819 -0.7809
H -2.0569 -9.0278 -0.2588
H -0.6810 -5.0900 -0.1693
H -1.3983 -6.1115 1.1004
H -2.3548 -5.5362 -0.3829
Cl -1.7771 1.5389 0.5198
C -0.4904 1.4328 1.7613
Cl -1.0664 2.1550 3.2188
H -0.4384 0.3622 1.9590
H 0.4444 1.9286 1.4994
```

Calculated values
HOMO energy = -0.3487 Ha
SMILES string = CC(C)=O.CC(C)=O.CC(C)=O.CC(C)=O.ClCCl
Energy relative to the best compared isomer or geometry (same formula, charge and spin) = 29.6 kJ/mol
2S+1 = 1
Largest force on an atom = 0.050 Eh/bohr
Orbital gap = 0.361 Ha
Molecular weight = 317.25 g mol⁻¹